DFT (ωB97M-V/def2-TZVPD) results for C28H33N4OReS2SbSe4Te as an isolated structure.

## Properties
<S²>   0.781
LUMO level (alpha / beta)   -0.275 / -0.275 Ha
Energy relative to the best compared isomer or geometry (same formula, charge and spin)   1.670 eV
Gap between HOMO and LUMO (alpha / beta)   5.12 / 5.14 eV
E   -336581.33485 eV

The geometry in ORCA input format:
```
! wB97M-V def2-TZVPD RIJCOSX def2/J DEFGRID3
* xyz 2 2
Re -0.10723 0.06167 0.44269
C -2.73880 -1.24410 -4.06828
S -3.52392 -1.53308 -2.46746
C -2.56359 -0.61072 -1.36957
S -1.10515 0.24773 -1.85943
N -3.00648 -0.55327 -0.15136
N -2.15282 0.23543 0.59117
C -2.64608 1.16672 1.31368
C -1.69550 2.16224 1.76835
C -2.05866 3.27871 2.49070
C -1.11160 4.26095 2.73027
C 0.18086 4.08950 2.24860
C 0.49453 2.93790 1.56508
N -0.42336 1.98189 1.30854
H -3.02888 -0.27478 -4.46587
H -3.11564 -2.03308 -4.71848
H -1.65563 -1.32078 -3.99262
H -3.72026 1.27230 1.41896
H -3.07886 3.37203 2.84121
H -1.37548 5.15373 3.28594
H 0.94566 4.83768 2.41206
H 1.49666 2.75047 1.21513
Se 1.45284 -4.43437 2.11190
Sb 2.16141 -2.88152 3.69142
Se 3.61807 -1.05106 1.00114
Se 1.76950 -0.10893 2.11314
Se 4.58284 -2.17489 2.77619
C -0.28544 -3.86203 -1.11875
C 0.40089 -2.54852 -1.05972
O 1.30272 -2.34499 -2.04862
N 0.18626 -1.64945 -0.18121
Te 2.41409 -0.70251 -1.96811
C 4.25947 -1.49327 -2.60293
C 5.17032 -0.49620 -2.98963
C 4.90420 0.99517 -2.91354
C 6.40595 -0.90426 -3.46976
C 6.75281 -2.24608 -3.56259
C 8.08681 -2.67229 -4.11405
C 5.84472 -3.19176 -3.09848
C 4.59999 -2.85330 -2.58711
C 3.74283 -3.96579 -2.02434
C 1.84324 0.24625 -3.74928
C 1.50915 1.60439 -3.64885
C 1.49430 2.41746 -2.36957
C 1.18593 2.27583 -4.82068
C 1.19740 1.64974 -6.05986
C 0.86444 2.40352 -7.31833
C 1.54165 0.30059 -6.11617
C 1.87321 -0.43080 -4.98771
C 2.27669 -1.87807 -5.18814
H -0.20532 -4.27264 -2.12264
H -1.32865 -3.75442 -0.82550
H 0.19889 -4.54167 -0.41769
H 4.26964 1.28382 -2.06899
H 4.44112 1.37355 -3.82746
H 5.83984 1.53186 -2.76515
H 7.12399 -0.14552 -3.76813
H 8.72791 -1.81681 -4.31967
H 7.95334 -3.22892 -5.04439
H 8.60357 -3.33216 -3.41498
H 6.12358 -4.24248 -3.10733
H 4.38364 -4.78022 -1.69035
H 3.06270 -4.37111 -2.77919
H 3.15765 -3.64545 -1.16751
H 1.67478 1.83360 -1.46778
H 0.52622 2.90807 -2.24951
H 2.25696 3.19815 -2.41018
H 0.92153 3.32875 -4.75942
H 0.58529 3.43427 -7.10790
H 0.04190 1.92405 -7.85176
H 1.72239 2.41330 -7.99319
H 1.56432 -0.20084 -7.08096
H 1.67494 -2.32784 -5.97798
H 2.15955 -2.49393 -4.30461
H 3.32190 -1.93837 -5.50281
*
```


DFT (ωB97M-V/def2-TZVPD) results for C28H34AsN7O3STi as an isolated structure.

## Properties
LUMO level   -0.200 Ha
Gap between HOMO and LUMO   7.45 eV
E   -140943.41930 eV

The geometry in ORCA input format:
```
! wB97M-V def2-TZVPD RIJCOSX def2/J DEFGRID3
* xyz 2 1
Ti 0.06344 0.27752 -0.21041
O -1.37193 -3.19413 1.08489
C -1.02836 -2.02783 1.06155
N -1.37343 -1.06494 0.16256
C -2.12728 -1.54893 -0.99349
C -1.21094 -1.55174 -2.18443
C -1.30974 -2.46253 -3.22084
C -0.38491 -2.40526 -4.25000
C 0.60104 -1.42714 -4.21669
C 0.63896 -0.55768 -3.15011
N -0.24881 -0.61363 -2.14512
C -0.16341 -1.46967 2.16024
C -0.02704 -2.10342 3.38312
C 0.80353 -1.52783 4.33171
C 1.46626 -0.34739 4.01585
C 1.26650 0.22353 2.77223
N 0.45962 -0.32824 1.86603
H -2.97211 -0.88192 -1.19320
H -2.51448 -2.54921 -0.80376
H -2.08468 -3.21576 -3.20411
H -0.42224 -3.12453 -5.05702
H 1.34042 -1.35013 -5.00034
H 1.40846 0.19957 -3.07975
H -0.57131 -3.02017 3.56476
H 0.93679 -1.98998 5.30095
H 2.12482 0.13010 4.72783
H 1.75241 1.14803 2.48414
O 1.77833 0.52127 -0.16886
C 2.82738 1.26919 -0.51386
C 4.09894 0.97674 -0.02251
C 5.19083 1.72484 -0.41601
C 5.03316 2.77968 -1.30906
C 3.77344 3.10019 -1.77064
C 2.65203 2.36954 -1.36987
C 1.30282 2.71566 -1.78328
N 0.19869 2.00532 -1.55671
C -0.85092 2.71112 -2.10045
C -0.38279 3.85049 -2.66666
N 0.97097 3.84014 -2.45467
H 4.20035 0.15948 0.67954
H 6.17238 1.49120 -0.02564
H 5.89136 3.34886 -1.63711
H 3.66604 3.93160 -2.45686
H -1.86114 2.34214 -2.07223
H -0.88384 4.64464 -3.19128
H 1.61116 4.56258 -2.73693
C -3.07616 0.26840 2.53287
As -2.51835 1.70895 1.36926
C -2.46211 3.31116 2.44277
C -3.87036 1.99522 0.01630
O -0.98420 1.60070 0.68906
H -3.99529 0.59406 3.02011
H -2.30540 0.10127 3.28333
H -3.25692 -0.64429 1.97390
H -3.45986 3.59173 2.77482
H -2.03949 4.10511 1.82926
H -1.82068 3.14789 3.30677
H -4.84717 1.98070 0.49788
H -3.83130 1.21769 -0.74368
H -3.70680 2.97129 -0.43635
S 1.50960 -2.39916 -0.62005
C 2.44268 -3.06823 0.63306
N 1.88362 -3.90393 1.50865
C 2.63647 -4.64914 2.51579
C 4.07517 -4.80675 2.05058
C 4.62694 -3.42831 1.71953
N 3.74395 -2.78373 0.74683
H 0.91225 -4.12498 1.34333
H 2.16112 -5.61707 2.66081
H 2.61261 -4.11347 3.47045
H 4.10387 -5.43162 1.15640
H 4.67474 -5.27885 2.82623
H 5.62716 -3.49791 1.29721
H 4.68408 -2.81928 2.62653
H 4.13738 -2.26290 -0.01774
*
```


DFT (ωB97M-V/def2-TZVPD) results for C28H34BN11O8P2PbS as an isolated structure.

## Properties
<S²>   0.755
LUMO level (alpha / beta)   -0.178 / -0.295 Ha
Energy relative to the best compared isomer or geometry (same formula, charge and spin)   0.225 eV
Gap between HOMO and LUMO (alpha / beta)   5.55 / 2.22 eV
E   -97697.18472 eV

The geometry in ORCA input format:
```
! wB97M-V def2-TZVPD RIJCOSX def2/J DEFGRID3
* xyz 1 2
Pb 12.82643 10.42970 8.12743
C 13.14374 14.28574 11.08748
C 12.66695 13.11451 10.66730
N 13.10752 12.87572 9.32059
N 13.82053 13.80551 8.93529
C 13.93228 14.70829 9.97714
B 14.21181 13.85030 7.28349
N 12.84929 13.56437 6.64128
C 11.79692 14.42869 6.53972
C 10.68060 13.72731 6.21111
C 11.08588 12.40139 6.22568
N 12.37326 12.28873 6.49600
N 15.25508 12.73719 7.10098
C 16.50549 12.82163 6.56711
C 16.99635 11.59501 6.42648
C 15.96138 10.72593 6.85835
N 14.95029 11.41887 7.30395
N 14.76159 15.24591 6.98003
C 14.60078 16.03525 5.88639
C 15.49008 17.08601 6.00940
C 16.14388 16.86581 7.22768
N 15.65277 15.76497 7.80422
H 12.98304 14.71481 12.05010
H 12.00234 12.40810 11.15263
H 14.58834 15.53501 9.93113
H 11.94179 15.49645 6.61912
H 9.70994 14.14227 6.01904
H 10.51264 11.52614 5.96009
H 17.05304 13.73622 6.43145
H 17.91414 11.19936 6.03509
H 15.96986 9.67456 6.92047
H 13.87217 15.76973 5.11023
H 15.71304 17.87199 5.31476
H 16.83491 17.43452 7.78516
O 10.57730 6.57826 5.74868
P 10.74944 7.90826 6.56070
O 9.40670 8.20876 7.36654
O 11.22646 9.13868 5.81218
O 11.62817 7.51903 7.81652
P 13.21160 7.07851 7.96142
O 13.40433 6.16022 6.66504
O 13.27826 6.38767 9.23015
O 13.93364 8.40078 7.67341
H 11.26513 5.93755 5.98978
H 14.04028 6.58020 5.98386
N 19.33505 9.16224 12.43903
C 18.98261 10.25772 11.75949
S 19.93111 11.53511 11.43029
C 17.53088 10.17239 11.24914
C 17.01104 9.03625 10.67241
C 15.69658 9.01426 10.15371
N 14.93407 10.10870 10.15976
C 15.45343 11.19025 10.77048
C 16.68755 11.26124 11.35784
H 20.20032 9.20850 12.92936
H 18.75083 8.40919 12.79134
H 17.58503 8.09650 10.64449
H 15.34884 8.11776 9.70003
H 14.78858 12.00674 10.78308
H 16.99602 12.18846 11.84528
C 7.70420 12.02362 6.91420
C 8.50989 11.74400 8.01587
C 9.11713 10.49940 8.20015
C 8.84624 9.50904 7.25097
C 8.08145 9.75582 6.15481
C 7.49266 10.98424 5.95983
H 7.25158 12.99151 6.78101
H 8.59686 12.53131 8.77958
H 9.60254 10.27574 9.11134
H 7.95878 8.92643 5.40325
H 6.92774 11.22124 5.06794
C 8.93130 7.92362 10.60156
N 10.32756 7.71507 10.97529
C 10.76964 6.38268 11.25609
C 11.10497 8.79698 11.23250
C 12.46397 8.47761 11.84828
O 10.77442 10.00032 11.02771
H 8.35132 7.17125 11.09092
H 8.82107 7.75076 9.53579
H 8.57410 8.89202 10.95575
H 10.65688 6.15832 12.30020
H 11.84672 6.17877 10.85170
H 10.09780 5.73162 10.71386
H 12.29524 8.17450 12.90031
H 13.00383 9.44963 11.93687
H 13.01905 7.73690 11.35520
*
```


Q: Among the records above, which one has the lowest E?
A: C28H33N4OReS2SbSe4Te


Q: Which formula does entry 1 have?
A: C28H33N4OReS2SbSe4Te


Q: What is the E in the second record?
A: -140943.41930 eV